The following is a quantum chemistry calculation of a cluster of 2 separate species, C3H3BrF5N in total, from the OMol25 dataset.

Values from the calculation:
- LUMO level (spin up / spin down) (eV) = 0.411 / -1.057
- frontier orbital gap (spin up / spin down) (Eh) = 0.27309 / 0.36493
- <S²> = 2.0061
- F_max (eV Å⁻¹) = 4.509
- molecular weight (g/mol) = 227.96
- highest occupied orbital energy (spin up / spin down) (eV) = -7.02 / -10.99
- DFT total energy (Ha) = -3244.07759
- spin multiplicity = 3

Geometry (Å):
H1 -1.162 1.224 1.508
F1 -1.590 -1.045 1.585
F2 -2.108 -1.938 -0.239
C1 -1.185 -1.134 0.326
H2 -0.483 2.104 0.063
C2 1.997 0.112 -0.637
N1 -0.755 1.190 0.554
H3 -0.919 0.102 -1.482
Br1 2.202 1.567 0.494
F3 2.404 0.358 -1.907
F4 2.627 -0.973 -0.168
C3 -1.022 0.232 -0.349
F5 -0.005 -1.798 0.253

The following is a quantum chemistry calculation of a cluster of 2 separate species, C5H10O in total, from the OMol25 dataset.

Values from the calculation:
- LUMO level (eV) = 0.950
- frontier orbital gap (Eh) = 0.37557
- F_max (eV Å⁻¹) = 0.549
- molecular weight (g/mol) = 86.13
- highest occupied orbital energy (eV) = -9.27
- SMILES = C=C(C)C.C=O
- DFT total energy (Ha) = -271.69273
- relative energy (zero: lowest compared OMol25 entry of this formula, charge and spin) (kJ/mol) = 157.2

Geometry (Å):
H1 -1.563 1.538 -1.451
H2 -0.371 -0.753 1.848
H3 0.146 1.126 -1.665
C1 2.316 -0.270 0.656
H4 -0.330 2.206 -0.350
H5 -0.413 1.119 1.804
O1 2.213 -0.792 -0.425
C2 -0.494 0.169 1.283
C3 -1.127 -1.190 -0.665
C4 -0.744 0.112 -0.023
H6 -0.421 -1.505 -1.442
H7 -2.118 -1.068 -1.122
H8 2.131 -0.813 1.604
H9 -1.214 -1.985 0.084
C5 -0.633 1.318 -0.914
H10 2.622 0.788 0.779

The following is a quantum chemistry calculation of a cluster of 2 separate species, C6H9NO3 in total, from the OMol25 dataset.

Values from the calculation:
- LUMO level (spin up / spin down) (eV) = 0.026 / 0.073
- frontier orbital gap (spin up / spin down) (Eh) = 0.29601 / 0.28426
- F_max (eV Å⁻¹) = 3.078
- molecular weight (g/mol) = 143.14
- highest occupied orbital energy (spin up / spin down) (eV) = -8.03 / -7.66
- DFT total energy (Ha) = -514.37445
- relative energy (zero: lowest compared OMol25 entry of this formula, charge and spin) (kJ/mol) = 363.4

Geometry (Å):
C1 -0.486 1.041 0.183
H1 0.717 2.697 0.804
O1 -1.270 1.403 -0.855
H2 -3.134 1.312 0.045
C2 0.324 -1.253 -0.286
N1 -1.378 -0.250 2.196
H3 -3.070 1.295 -1.742
O2 -0.291 -1.896 -1.083
C3 0.829 1.750 0.265
O3 1.347 -1.481 0.456
H4 1.562 1.140 0.790
H5 1.186 1.968 -0.740
H6 2.764 -2.808 1.080
C4 1.907 -2.816 0.413
H7 1.159 -3.535 0.751
H8 2.206 -3.056 -0.608
H9 -2.624 -0.164 -0.812
C5 -0.981 0.344 1.287
C6 -2.601 0.928 -0.833

The following is a quantum chemistry calculation of a cluster of 4 separate species, C3H6N2O in total, from the OMol25 dataset.

Values from the calculation:
- LUMO level (eV) = -0.542
- frontier orbital gap (Eh) = 0.33559
- F_max (eV Å⁻¹) = 1.143
- molecular weight (g/mol) = 86.09
- highest occupied orbital energy (eV) = -9.67
- DFT total energy (Ha) = -302.48666
- relative energy (zero: lowest compared OMol25 entry of this formula, charge and spin) (kJ/mol) = 542.0

Geometry (Å):
H1 -0.461 -0.551 -1.575
C1 -0.980 -0.092 -0.736
H2 -0.600 -1.327 1.081
N1 2.370 0.239 -1.854
C2 1.723 0.432 -0.913
H3 -2.126 -0.374 0.792
C3 0.889 0.698 0.258
H4 0.454 1.701 0.311
H5 0.105 -0.982 1.497
N2 -1.531 -0.899 0.147
H6 -1.337 0.931 -0.859
O1 1.071 0.032 1.309

The following is a quantum chemistry calculation of a cluster of 14 separate species, C5H37O14S in total, from the OMol25 dataset.

Values from the calculation:
- LUMO level (eV) = 2.330
- frontier orbital gap (Eh) = 0.31785
- net charge = -1
- F_max (eV Å⁻¹) = 12.428
- molecular weight (g/mol) = 353.40
- highest occupied orbital energy (eV) = -6.32
- DFT total energy (Ha) = -1664.14050
- relative energy (zero: lowest compared OMol25 entry of this formula, charge and spin) (kJ/mol) = 65.7

Geometry (Å):
H1 0.680 1.101 1.852
C1 0.125 -1.372 -1.762
H2 0.847 -3.100 -2.748
H3 -1.567 2.732 2.989
H4 -2.595 3.348 1.934
O1 -1.584 -3.584 0.550
H5 1.500 -1.044 -4.924
H6 0.066 -0.635 -4.788
H7 0.660 3.173 3.017
H8 -1.421 -1.656 2.709
H9 -1.043 -3.146 1.284
O2 -2.098 0.034 3.012
H10 -1.050 1.329 -1.071
H11 2.656 -1.373 2.642
H12 -2.348 0.052 -1.291
H13 1.370 2.985 -0.818
H14 -0.138 1.385 3.771
O3 -3.981 -2.021 0.048
H15 -1.220 -3.359 -0.285
H16 -0.539 -0.858 1.891
H17 -1.318 0.959 1.232
H18 1.994 1.707 -0.096
H19 -1.136 -1.611 -0.084
H20 -1.490 0.362 -2.735
O4 -0.337 1.752 2.958
H21 -0.650 -1.596 -2.555
H22 -0.246 4.314 3.118
H23 0.855 -0.567 -2.070
O5 1.416 0.706 1.334
S1 2.573 -2.842 -1.138
H24 2.148 0.726 1.999
H25 -3.575 -1.083 0.288
C2 0.917 -2.703 -1.647
O6 1.979 2.146 -3.924
O7 -0.593 -1.728 2.319
H26 1.201 1.727 -3.573
H27 -3.307 -2.618 0.574
H28 0.199 -0.648 0.327
O8 1.791 2.236 -0.845
C3 -1.493 0.391 -0.724
H29 -1.300 0.775 2.801
H30 -2.875 0.644 3.056
O9 0.535 -1.276 -5.017
O10 2.986 -0.728 3.231
O11 0.719 4.158 3.117
H31 2.381 0.030 3.355
O12 -2.466 3.299 2.934
H32 2.584 2.411 -3.408
H33 0.286 -3.496 -1.194
H34 -1.754 1.844 -3.234
C4 -0.583 -0.780 -0.587
H35 4.044 -1.187 -2.109
O13 -1.851 0.867 -3.514
C5 3.449 -1.293 -1.233
H36 3.944 -1.272 -0.268
H37 2.711 -0.367 -1.219
O14 -2.062 0.749 0.519

The following is a quantum chemistry calculation of a structure of composition C5H6F2O5Pt, from the OMol25 dataset.

Values from the calculation:
- LUMO level (spin up / spin down) (eV) = -11.727 / -11.729
- frontier orbital gap (spin up / spin down) (Eh) = 0.21324 / 0.21330
- net charge = +2
- F_max (eV Å⁻¹) = 4.668
- molecular weight (g/mol) = 379.17
- highest occupied orbital energy (spin up / spin down) (eV) = -17.53 / -17.53
- DFT total energy (Ha) = -888.51745
- relative energy (zero: lowest compared OMol25 entry of this formula, charge and spin) (kJ/mol) = 239.6

Geometry (Å):
H1 3.899 -0.376 1.259
O1 -0.553 -3.720 -0.233
O2 4.181 -0.339 -1.416
F1 0.231 3.120 1.231
C1 -0.342 -2.582 -0.174
C2 -0.749 2.279 0.971
F2 -1.278 1.852 2.100
H2 -1.509 2.717 0.305
H3 4.204 0.157 -2.256
C3 3.120 -0.220 -0.709
O3 2.133 0.443 -1.033
H4 3.632 -1.953 0.497
Pt1 0.252 0.642 0.184
C4 1.437 -2.117 1.645
C5 3.210 -0.954 0.632
O4 -0.438 -1.440 -0.498
H5 2.098 -2.985 1.658
H6 0.701 -2.044 2.448
O5 1.933 -0.984 1.304